DFT (the ωB97M-V functional and the def2-TZVPD basis) results for an isolated ion of composition C7H9N4O2S and charge +1 in a non-equilibrium geometry.

Energy relative to the best compared isomer or geometry (same formula, charge and spin) = 237.2 kJ/mol
Net charge = +1
E = -28285.489 eV
Orbital gap = 0.3336 Eh

```
23
C7H9N4O2S, DFT the ωB97M-V functional and the def2-TZVPD basis
C -0.91 -0.15 -1.58
N -1.59 0.15 -0.39
C -2.62 1.02 0.00
C -2.66 1.06 1.36
N -1.78 0.12 1.78
C -1.16 -0.41 0.71
S 0.68 -1.47 1.12
O 0.87 -1.28 2.51
O 0.41 -2.73 0.56
N 1.69 -0.55 0.24
C 2.36 -0.83 -0.94
C 2.99 0.29 -1.36
N 2.62 1.33 -0.49
C 1.94 0.74 0.46
H -0.21 0.76 -1.84
H -0.40 -1.04 -1.53
H -1.63 -0.06 -2.33
H -3.06 1.74 -0.65
H -3.50 1.49 1.79
H -1.53 -0.17 2.80
H 2.52 -1.81 -1.23
H 3.66 0.45 -2.14
H 1.29 1.34 1.18
```